The following is a quantum chemistry calculation of 2 unconnected molecules or ions with the total composition CH3Br3OSi, from the OMol25 dataset.

Output
E_HOMO, eV: -9.347

Cartesian coordinates (Å):
C -0.04277 -0.11961 -0.16215
O 0.62258 -0.74255 -1.24349
Si 1.07141 -2.18226 -1.76181
Br -1.44747 -3.91643 -0.88702
Br 1.24859 -2.04252 -3.95110
Br 2.78518 -2.95555 -0.72759
H 0.44263 -0.51913 0.64321
H -0.99086 -0.41146 -0.21081
H 0.27967 0.88092 -0.27320

natural (NBO) population analysis, charges in e, atoms 1 to 2:
1. C -0.203
2. O -0.949

The following is a quantum chemistry calculation of 2 unconnected molecules or ions with the total composition C4H12, from the OMol25 dataset.

Output
SMILES: CC.CC
E_HOMO, eV: -11.676

Cartesian coordinates (Å):
C -2.29485 0.46266 1.26367
C -2.26693 1.64251 0.29154
H -1.52317 0.43999 2.03033
H -3.24740 0.40005 1.79758
H -2.27171 -0.46004 0.67755
H -1.28458 1.77412 -0.14676
H -2.77456 2.50483 0.72475
H -2.97296 1.39899 -0.51293
C 1.68186 -1.41726 -0.61975
C 2.94462 -0.61930 -0.91196
H 0.88971 -0.77331 -0.23450
H 1.34198 -1.96349 -1.49655
H 1.89460 -2.15997 0.15216
H 2.87084 -0.04311 -1.83743
H 3.23578 0.13489 -0.17986
H 3.77677 -1.32157 -0.99785

natural (NBO) population analysis, charges in e, atoms 1 to 2:
1. C -0.607
2. C -0.612

The following is a quantum chemistry calculation of C3H6N2S in the gas phase, from the OMol25 dataset.

Output
SMILES: S=C1CCNN1
E_HOMO, eV: -8.552

Cartesian coordinates (Å):
C -0.45056 -0.16001 1.01075
C 0.65391 0.56736 0.55887
C 0.34994 0.61310 -0.79259
H 0.28781 1.56739 0.99510
H 1.57619 0.20213 0.84629
H 1.23365 0.60479 -1.57295
H -0.28700 1.41267 -0.84568
H 0.49560 -1.16343 -1.69512
H -1.75301 -1.57770 0.08511
N -0.24138 -0.64116 -1.18393
N -0.73097 -1.20521 0.06648
S -1.13419 -0.21995 2.52767

natural (NBO) population analysis, charges in e, atoms 1 to 2:
1. C 0.115
2. C -0.554

The following is a quantum chemistry calculation of a molecular structure, C26H34N7O2PPtS4, from the OMol25 dataset.

Output
E_HOMO, eV: -7.128

Cartesian coordinates (Å):
Pt 1.07405 -0.24843 0.03144
C -0.61365 -2.65708 -1.97542
N 0.01031 -3.85498 -1.44663
C 1.16715 -4.43356 -2.13631
C 1.83344 -5.30855 -1.06103
N 0.92539 -5.13117 0.06940
C -0.05826 -4.24833 -0.16728
S -1.27029 -3.85943 0.94637
H -0.78932 -2.78057 -3.04389
H 0.03202 -1.79036 -1.83145
H -1.55868 -2.48518 -1.46721
H 1.83183 -3.64251 -2.48260
H 0.82903 -5.01688 -2.99286
H 2.83334 -4.94893 -0.82337
H 1.88917 -6.35532 -1.35594
H 1.06592 -5.51227 0.98632
C 4.01402 3.56237 0.19066
C 4.20887 2.45031 1.00043
C 3.34096 1.36618 0.91480
C 2.25736 1.37074 0.02672
C 2.07986 2.48783 -0.78175
C 2.94899 3.57190 -0.69808
H 4.68653 4.40906 0.24868
H 5.05055 2.41436 1.68258
H 3.51875 0.50159 1.54236
H 1.25598 2.53688 -1.47770
H 2.79499 4.42334 -1.35028
C -0.29147 -0.18716 5.18709
N -0.54895 0.85613 4.11037
C -2.05879 0.95919 3.87876
N -2.61586 -0.31203 3.58194
C -2.31772 -1.27161 4.63812
N -0.87871 -1.43231 4.84331
C -0.22559 -2.09219 3.69454
P -0.40199 -1.17363 2.07022
C 0.15018 0.47008 2.82941
C -2.23162 -0.81914 2.24926
H -0.72201 0.19965 6.11145
H 0.78799 -0.28215 5.28819
H -0.20192 1.76176 4.42461
H -2.20732 1.65046 3.05099
H -2.48533 1.36419 4.79700
H -2.74354 -2.23581 4.36980
H -2.76972 -0.92855 5.57136
H -0.65423 -3.08470 3.57008
H 0.83945 -2.21078 3.90512
H -0.01553 1.26136 2.10100
H 1.22059 0.41332 3.03101
H -2.77273 -1.74413 2.05750
H -2.52763 -0.09668 1.49055
C 3.65561 -2.89677 2.08654
O 2.53599 -2.07583 1.75353
C 2.38221 -1.79743 0.37991
O 3.11577 -2.37465 -0.38538
H 3.54191 -3.16211 3.13616
H 4.58495 -2.34657 1.93616
H 3.68671 -3.79757 1.47588
S -0.13663 1.36827 -6.04543
C -0.60351 1.63063 -4.47424
S 0.13260 0.73814 -3.18562
C -0.92289 1.48243 -2.02755
N -1.72122 2.34745 -2.54207
N -1.54740 2.44096 -3.91794
C -2.42004 3.38767 -4.55960
C -3.42851 3.97026 -3.79033
C -4.25609 4.93236 -4.34295
C -4.10615 5.32119 -5.66811
C -3.12494 4.71771 -6.43322
C -2.28034 3.75351 -5.89319
S -0.93805 1.03846 -0.34156
H -3.55074 3.66733 -2.76229
H -5.02191 5.38347 -3.72480
H -4.74230 6.08747 -6.09255
H -2.99472 4.99890 -7.47092
H -1.52621 3.29839 -6.51008

Mulliken population analysis, charges in e, atoms 1 to 2:
1. Pt 1.048
2. C -0.761

The following is a quantum chemistry calculation of a molecular structure, C24H42IIrN5O7S2Si, from the OMol25 dataset.

Output
Net charge: +1
E_HOMO, eV: -10.506

Cartesian coordinates (Å):
Ir 0.99342 -1.10243 0.95967
C -0.08415 -6.22259 1.37964
C -0.26354 -5.07723 2.29871
N -0.80925 -5.10347 3.46857
N -0.73897 -3.81684 3.92304
C -0.16622 -2.98345 3.05866
S 0.12422 -1.31129 3.14765
N 0.13407 -3.78665 2.00283
N 0.81219 -3.29947 0.88105
H -0.51967 -7.10749 1.83488
H 0.97444 -6.40631 1.19106
H -0.57451 -6.03222 0.42415
H -1.10566 -3.58852 4.83223
H 0.39682 -3.51499 -0.05134
H 1.77799 -3.62160 0.90569
C -2.24455 -1.89765 0.36450
C -2.13386 -0.41582 0.05243
C -2.13821 -0.18852 -1.44626
C -3.23610 0.37291 0.73771
O -0.84795 0.04172 0.64750
Si -0.28179 1.63983 0.78519
S 1.63763 1.08687 1.41473
O -0.39990 2.22767 -0.71081
C -0.42311 3.58104 -1.23272
C -0.11433 3.45529 -2.71592
C -1.81546 4.15548 -1.01338
C 0.64223 4.41024 -0.52819
O -1.07850 2.63055 1.76170
C -1.37024 2.94899 3.13770
C -2.83695 3.34721 3.18486
C -1.10053 1.74683 4.02668
C -0.46996 4.11629 3.51507
H -3.18135 -2.28316 -0.03837
H -2.23343 -2.07029 1.44161
H -1.42902 -2.45051 -0.10661
H -3.02372 -0.66607 -1.86903
H -1.26168 -0.63374 -1.90468
H -2.15607 0.86898 -1.69590
H -4.20309 0.06663 0.33655
H -3.12426 1.44283 0.55781
H -3.23381 0.19194 1.81371
H -0.84596 2.80808 -3.20103
H 0.87226 3.01970 -2.86406
H -0.14360 4.43660 -3.19174
H -2.56124 3.55009 -1.53199
H -1.86972 5.17167 -1.40655
H -2.05769 4.18183 0.04865
H 1.61483 3.92290 -0.61661
H 0.40333 4.54149 0.52871
H 0.71400 5.39839 -0.98432
H -3.47578 2.50251 2.92483
H -3.03224 4.16059 2.48566
H -3.10275 3.68340 4.18768
H -1.70826 0.89573 3.71522
H -1.35141 1.98361 5.06156
H -0.04617 1.47019 3.98795
H -0.66478 4.97092 2.86623
H 0.57860 3.83052 3.41615
H -0.64941 4.42021 4.54696
N 4.68658 -0.25987 0.97942
C 4.06177 -1.33280 0.52976
O 2.99449 -1.72732 1.05791
C 4.71976 -2.13481 -0.55505
I 4.83210 -1.04843 -2.38048
H 4.21328 0.33097 1.64865
H 5.51043 0.09161 0.51766
H 4.15397 -3.04280 -0.72846
H 5.74432 -2.37458 -0.28108
O 1.70907 0.77846 -2.97052
C 1.43581 -0.23184 -3.81288
C 1.49709 0.06085 -5.17847
C 1.22586 -0.91264 -6.11484
C 0.88396 -2.20654 -5.71920
C 0.82210 -2.49891 -4.37636
C 1.09687 -1.52981 -3.40158
C 0.99940 -1.94299 -1.98407
O 0.63379 -3.08958 -1.67852
O 1.31374 -1.02631 -1.11081
H 1.62900 0.45346 -2.05570
H 1.75980 1.06853 -5.47180
H 1.27756 -0.66489 -7.16732
H 0.67156 -2.96805 -6.45635
H 0.56051 -3.49113 -4.03561

Mulliken population analysis, charges in e, atoms 1 to 2:
1. Ir 5.183
2. C -1.244

The following is a quantum chemistry calculation of C4H6O2 in the gas phase, from the OMol25 dataset.

Output
SMILES: OCOC1C=C1
E_HOMO, eV: -9.386

Cartesian coordinates (Å):
C -0.33816 0.39132 1.60546
C 0.22227 1.01805 0.38699
O 1.20182 0.34838 -0.39672
C 0.64463 -0.59847 -1.26423
O -0.29907 -1.42296 -0.62127
C -1.12236 0.44378 0.56689
H -0.26048 0.23765 2.66546
H 0.01533 -1.51030 0.29529
H 0.34472 2.09779 0.31803
H 0.11662 -0.12789 -2.10606
H 1.47411 -1.20738 -1.63333
H -2.08210 0.30776 0.09789

natural (NBO) population analysis, charges in e, atoms 1 to 2:
1. C -0.272
2. C 0.031

The following is a quantum chemistry calculation of C24H32N2O2S in the gas phase, from the OMol25 dataset.

Output
SMILES: CSCCCNC(=O)c1ccc(OC2CCN(CCc3ccccc3)CC2)cc1
E_HOMO, eV: -8.371

Cartesian coordinates (Å):
C -7.18784 -3.48076 -1.59830
H -7.94910 -2.92203 -2.13592
H -6.19690 -3.21967 -1.95988
H -7.35799 -4.54623 -1.71013
S -7.30331 -3.10778 0.17252
C -6.96128 -1.31461 0.08523
C -7.08937 -0.68539 1.46228
H -6.41513 -1.19172 2.15771
H -8.10823 -0.81809 1.82896
C -6.76202 0.81069 1.41666
N -5.38402 1.05321 1.06591
C -5.00768 1.45164 -0.17571
O -5.81499 1.73127 -1.04259
C -3.53791 1.55636 -0.38666
C -3.07293 2.50361 -1.29921
C -1.72769 2.64731 -1.54115
C -0.79489 1.83266 -0.88949
C -1.25738 0.86438 -0.00133
C -2.61284 0.73344 0.24362
H -2.93707 -0.04865 0.91664
H -0.57417 0.19787 0.50143
O 0.49893 2.05902 -1.21559
C 1.54562 1.34271 -0.57858
C 2.80043 1.53172 -1.42856
C 3.98855 0.84474 -0.75874
N 4.18886 1.41546 0.55623
C 5.47643 1.18446 1.16378
H 6.23482 1.43854 0.41942
C 5.76779 -0.22930 1.72195
C 5.81112 -1.29472 0.66655
C 4.87369 -2.32033 0.64363
C 4.90923 -3.29194 -0.34072
C 5.88731 -3.25282 -1.31936
C 6.83478 -2.24331 -1.29941
C 6.79863 -1.27576 -0.31233
H 7.54804 -0.49701 -0.29692
H 7.60725 -2.21260 -2.05410
H 5.91489 -4.00900 -2.08980
H 4.17206 -4.08196 -0.34334
H 4.10687 -2.35894 1.40588
H 6.73883 -0.17965 2.22147
H 5.01784 -0.48048 2.47401
H 5.56887 1.89432 1.99319
C 3.04862 1.17244 1.41132
C 1.82238 1.87278 0.83028
H 0.95858 1.72077 1.47965
H 2.01610 2.94393 0.76070
H 2.82802 0.09408 1.51408
H 3.26483 1.57551 2.40355
H 3.80114 -0.24176 -0.71989
H 4.89011 1.00931 -1.35208
H 2.63818 1.12004 -2.42498
H 2.99668 2.59978 -1.52141
H 1.29951 0.27105 -0.53894
H -1.35997 3.38312 -2.23851
H -3.79519 3.12361 -1.80782
H -4.68074 0.81785 1.74648
H -7.36803 1.30150 0.65113
H -6.97138 1.26596 2.38922
H -5.95252 -1.19004 -0.31193
H -7.67443 -0.87060 -0.61009

natural (NBO) population analysis, charges in e, atoms 1 to 2:
1. C -0.733
2. H 0.213

The following is a quantum chemistry calculation of 2 unconnected molecules or ions with the total composition C6H14N2O2, from the OMol25 dataset.

Output
SMILES: CNC(C)=O.CNC(C)=O
E_HOMO, eV: -9.277

Cartesian coordinates (Å):
C -1.59128 -0.29207 2.56947
C -2.53460 1.22579 -0.83307
C -2.03222 -0.17876 1.15730
O -2.20868 -1.07761 0.36606
N -2.05008 1.19883 0.64623
H -2.41424 0.17850 3.24514
H -1.27114 1.74166 0.94481
H -2.42630 2.37744 -1.15331
H -1.77345 -1.34859 2.87902
H -0.57662 0.11506 2.79536
H -2.01585 0.52784 -1.43311
H -3.61799 1.09328 -0.88259
C 1.30072 -0.73488 -2.53120
C 2.78551 -0.39456 0.85649
C 2.89054 -0.32795 -0.59840
O 3.70323 -0.53579 -1.45405
N 1.56629 -0.40266 -1.10872
H 0.74342 0.08733 -0.75088
H 1.94105 -0.13530 -3.16090
H 2.17534 0.42401 1.31461
H 1.49700 -1.71886 -2.87730
H 0.19964 -0.33512 -2.56137
H 2.03912 -1.12631 1.19611
H 3.67059 -0.36130 1.37432

natural (NBO) population analysis, charges in e, atoms 1 to 2:
1. C -0.740
2. C -0.412

Calculated values (eV) of frontier orbital gap for the records, taken in order: 7.5 12.7 8.6 6.6 7.4 10.5 9.0 9.7.
Calculated values (Ha) of DFT total energy for the records, taken in order: -8126.75542 -159.57604 -625.49564 -3598.29961 -3228.16133 -306.36635 -1591.93035 -496.94521.
Calculated values (kcal per mole) of relative energy (zero: lowest compared OMol25 entry of this formula, charge and spin) for the records, taken in order: 58.50 5.60 79.27 36.28 22.28 87.82 0.33 70.48.